[1]
ORCA calculation (the ωB97M-V functional and the def2-TZVPD basis) on a structure of composition C38H64Ge2N2PtSi4Te.

```
112
Properties=species:S:1:pos:R:3
Pt 0.205 -0.377 0.018
C -0.970 -5.367 -0.823
C -0.091 -4.166 -0.500
Ge -1.074 -2.449 -0.363
C -2.491 -2.753 1.009
C -3.927 -2.708 0.499
C -2.976 0.792 0.400
C -3.221 1.481 -0.550
Ge 0.550 0.084 -2.192
C 1.343 -1.228 -3.418
C 0.918 -1.073 -4.878
C 0.730 1.814 -3.114
C -0.460 2.265 -3.964
C -3.545 2.324 -1.665
C -3.881 1.767 -2.899
C -4.191 2.589 -3.971
C -4.158 3.969 -3.826
C -3.816 4.529 -2.602
C -3.515 3.713 -1.523
H -0.390 -6.289 -0.919
H -1.510 -5.214 -1.762
H -1.715 -5.532 -0.041
H 0.691 -4.044 -1.255
H 0.421 -4.313 0.458
H -2.337 -2.006 1.795
H -2.282 -3.725 1.467
H -4.160 -1.744 0.039
H -4.653 -2.889 1.297
H -4.081 -3.464 -0.274
H -2.776 0.200 1.263
H 1.131 -2.230 -3.045
H 2.426 -1.067 -3.321
H -0.157 -1.221 -4.991
H 1.417 -1.810 -5.511
H 1.166 -0.085 -5.269
H 1.626 1.719 -3.736
H 0.945 2.563 -2.350
H -0.748 1.513 -4.701
H -0.221 3.183 -4.505
H -1.331 2.465 -3.345
H -3.871 0.689 -3.006
H -4.453 2.149 -4.925
H -4.398 4.609 -4.666
H -3.787 5.604 -2.486
H -3.254 4.140 -0.564
C 3.204 -4.347 2.550
C 2.478 -3.843 3.623
C 1.698 -2.710 3.468
C 1.643 -2.094 2.223
C 2.346 -2.599 1.142
C 3.140 -3.723 1.313
N 0.833 -0.924 2.011
N 0.651 -0.228 3.017
C -0.124 0.949 2.820
C -1.040 1.253 3.819
C -1.826 2.388 3.711
C -1.640 3.235 2.626
C -0.692 2.945 1.660
C 0.095 1.792 1.715
H 3.811 -5.233 2.678
H 2.517 -4.337 4.584
H 1.127 -2.305 4.291
H 2.256 -2.107 0.182
H 3.696 -4.118 0.473
H -1.131 0.584 4.664
H -2.560 2.617 4.471
H -2.237 4.134 2.536
H -0.553 3.619 0.823
C -2.097 -3.629 -6.295
Si -3.310 -4.713 -5.354
C -4.664 -5.198 -6.571
C -2.392 -6.248 -4.770
Si -4.168 -3.600 -3.468
Te -2.159 -2.236 -2.751
Si -5.340 -5.156 -2.142
C -4.302 -6.232 -1.011
C -6.202 -6.285 -3.380
C -6.693 -4.335 -1.126
Si -5.715 -1.970 -4.118
C -4.971 -0.976 -5.532
C -6.101 -0.861 -2.654
C -7.313 -2.741 -4.752
H -1.721 -4.176 -7.164
H -1.247 -3.354 -5.669
H -2.565 -2.709 -6.652
H -4.222 -5.710 -7.430
H -5.181 -4.312 -6.947
H -5.410 -5.860 -6.132
H -1.937 -6.777 -5.612
H -3.055 -6.946 -4.252
H -1.595 -5.966 -4.078
H -3.450 -6.670 -1.534
H -4.924 -7.047 -0.630
H -3.920 -5.672 -0.156
H -5.492 -6.909 -3.926
H -6.788 -5.721 -4.108
H -6.885 -6.948 -2.841
H -6.300 -3.651 -0.373
H -7.270 -5.108 -0.611
H -7.382 -3.776 -1.761
H -4.006 -0.549 -5.251
H -5.637 -0.162 -5.832
H -4.807 -1.616 -6.402
H -5.192 -0.418 -2.241
H -6.576 -1.434 -1.855
H -6.777 -0.051 -2.940
H -7.125 -3.401 -5.602
H -7.995 -1.954 -5.085
H -7.827 -3.323 -3.984
C 1.068 1.460 0.639
H 1.108 2.273 -0.082
H 2.075 1.293 1.031
```

As for the spin multiplicity: 1. Its charge is 0. The HOMO energy comes out at -7.05 eV. Its largest force on an atom is 0.010 Eh/bohr. The value obtained for the energy relative to the best compared isomer or geometry (same formula, charge and spin) is 0.0 kcal per mole.


[2]
ORCA calculation (the ωB97M-V functional and the def2-TZVPD basis) on a cluster of 7 separate species, C38H65BrFIO14 in total.

```
120
Properties=species:S:1:pos:R:3
C -1.522 -3.863 -0.238
C -0.884 -3.203 0.996
Br -2.241 -3.087 2.422
C -0.125 -1.868 0.867
C -0.296 -0.963 -0.362
C -1.736 -0.672 -0.800
C -2.720 -0.356 0.313
F -3.440 0.803 -0.035
C 0.555 -1.504 -1.512
C 0.360 -0.918 -2.894
C 0.021 -1.762 -3.948
C -0.126 -1.283 -5.245
C 0.061 0.066 -5.507
C 0.382 0.921 -4.462
C 0.532 0.441 -3.169
O 0.166 0.392 0.017
C 1.456 0.589 0.312
O 2.296 0.848 -0.492
I 2.044 0.619 2.363
H -1.386 -3.312 -1.160
H -1.114 -4.864 -0.378
H -2.594 -3.991 -0.101
H -0.192 -3.921 1.424
H -0.337 -1.268 1.751
H 0.943 -2.098 0.942
H -1.665 0.248 -1.383
H -2.099 -1.430 -1.490
H -3.448 -1.147 0.491
H -2.218 -0.140 1.258
H 1.613 -1.403 -1.255
H 0.392 -2.579 -1.585
H -0.119 -2.820 -3.751
H -0.372 -1.984 -6.031
H -0.033 0.429 -6.521
H 0.539 1.973 -4.661
H 0.799 1.126 -2.378
O 3.745 0.571 -6.978
C 4.288 0.156 -5.990
O 3.585 -0.607 -5.138
C 4.180 -1.281 -4.018
C 4.296 -0.398 -2.798
C 5.715 0.528 -5.655
H 5.136 -1.722 -4.304
H 3.499 -2.107 -3.814
H 4.956 0.454 -2.979
H 4.679 -0.971 -1.957
H 3.318 -0.001 -2.529
H 5.707 1.490 -5.143
H 6.261 0.637 -6.589
H 6.235 -0.196 -5.034
O -5.642 -2.226 0.370
C -6.439 -1.365 0.106
O -7.300 -1.586 -0.906
C -8.380 -0.698 -1.210
C -7.945 0.447 -2.101
C -6.447 -0.038 0.824
H -8.858 -0.348 -0.294
H -9.107 -1.321 -1.728
H -7.205 1.079 -1.611
H -8.803 1.065 -2.366
H -7.497 0.060 -3.015
H -5.710 0.611 0.353
H -6.141 -0.212 1.853
H -7.412 0.461 0.835
O 3.067 8.106 -1.012
C 3.541 7.005 -1.036
O 2.742 5.967 -1.356
C 3.235 4.636 -1.557
C 3.358 3.876 -0.256
C 4.980 6.747 -0.652
H 4.170 4.651 -2.119
H 2.491 4.164 -2.198
H 4.084 4.337 0.415
H 3.663 2.849 -0.443
H 2.398 3.861 0.263
H 5.034 6.652 0.432
H 5.566 7.610 -0.955
H 5.415 5.860 -1.105
O 1.806 3.483 4.864
C 1.016 4.200 4.313
O 0.713 3.947 3.027
C -0.331 4.618 2.312
C 0.134 5.930 1.715
C 0.415 5.405 4.997
H -1.211 4.739 2.946
H -0.606 3.923 1.519
H 0.430 6.642 2.487
H -0.664 6.380 1.124
H 0.994 5.769 1.066
H 1.109 6.239 4.896
H 0.304 5.171 6.052
H -0.555 5.704 4.608
O 3.616 -2.156 -0.425
C 4.249 -3.109 -0.056
O 5.397 -3.394 -0.698
C 6.310 -4.404 -0.251
C 5.932 -5.779 -0.757
C 3.754 -4.019 1.043
H 6.409 -4.375 0.835
H 7.271 -4.102 -0.664
H 4.965 -6.100 -0.369
H 6.682 -6.510 -0.455
H 5.868 -5.774 -1.845
H 3.072 -4.747 0.604
H 3.204 -3.410 1.757
H 4.537 -4.547 1.579
O -4.699 -0.808 7.965
C -4.880 -1.705 7.189
O -4.663 -1.477 5.878
C -4.700 -2.515 4.893
C -6.103 -2.781 4.391
C -5.407 -3.050 7.635
H -4.217 -3.419 5.265
H -4.086 -2.142 4.075
H -6.754 -3.147 5.186
H -6.083 -3.522 3.591
H -6.540 -1.862 4.000
H -6.494 -2.992 7.690
H -5.020 -3.246 8.631
H -5.130 -3.879 6.990
```

As for the spin multiplicity: 1. Its charge is 0. The HOMO energy comes out at -8.92 eV. The SMILES is C[C@H](Br)C[C@](CCF)(Cc1ccccc1)OC(=O)I.CCOC(C)=O.CCOC(C)=O.CCOC(C)=O.CCOC(C)=O.CCOC(C)=O.CCOC(C)=O. Its largest force on an atom is 0.015 Eh/bohr.


These records have total energy values of -7295.053327; -5511.890172 Ha, in the order they appear.